(1)
{"formula": "C40H61N8O3SbZr", "method": "wB97M-V/def2-TZVPD", "elements": ["Zr", "C", "O", "C", "C", "C", "C", "C", "C", "N", "N", "C", "O", "C", "C", "C", "C", "C", "C", "C", "O", "H", "H", "H", "H", "H", "H", "H", "H", "H", "H", "H", "H", "C", "N", "C", "C", "N", "N", "C", "N", "N", "H", "H", "H", "H", "H", "H", "H", "H", "H", "H", "H", "C", "C", "C", "Sb", "C", "C", "C", "C", "C", "C", "H", "H", "H", "H", "H", "H", "H", "H", "H", "H", "H", "H", "H", "H", "H", "H", "H", "H", "H", "H", "H", "C", "C", "C", "C", "C", "C", "C", "C", "C", "C", "C", "C", "N", "H", "H", "H", "H", "H", "H", "H", "H", "H", "H", "H", "H", "H", "H", "H", "H", "H"], "positions_angstrom": [[0.070, 0.349, -0.939], [5.983, -0.011, 0.178], [4.622, 0.329, 0.039], [4.331, 1.546, -0.488], [5.265, 2.539, -0.686], [4.896, 3.774, -1.233], [3.597, 3.982, -1.613], [2.626, 2.980, -1.432], [1.294, 3.226, -1.914], [0.391, 2.319, -1.945], [-0.833, 2.693, -2.474], [-1.534, 1.642, -2.812], [-1.125, 0.420, -2.646], [-2.833, 1.889, -3.475], [-3.376, 3.172, -3.555], [-4.562, 3.384, -4.234], [-5.220, 2.320, -4.841], [-4.688, 1.041, -4.758], [-3.502, 0.824, -4.076], [2.964, 1.746, -0.823], [2.075, 0.834, -0.521], [6.539, 0.172, -0.747], [6.456, 0.546, 0.994], [6.010, -1.075, 0.405], [6.297, 2.385, -0.405], [5.643, 4.546, -1.357], [3.303, 4.921, -2.066], [1.053, 4.214, -2.306], [-2.839, 3.991, -3.097], [-4.974, 4.383, -4.304], [-6.141, 2.491, -5.384], [-5.196, 0.211, -5.234], [-3.061, -0.164, -4.018], [-5.062, 0.567, -0.719], [-4.393, 1.046, 0.482], [-5.269, 1.615, 1.486], [-3.039, 1.240, 0.494], [-2.189, 0.529, -0.140], [-2.611, 2.268, 1.329], [-1.331, 2.794, 1.349], [-1.240, 3.969, 2.053], [-0.365, 2.238, 0.730], [-5.709, -0.279, -0.483], [-4.342, 0.268, -1.474], [-5.673, 1.368, -1.150], [-6.163, 0.998, 1.542], [-5.582, 2.641, 1.248], [-4.797, 1.594, 2.468], [-2.616, -0.228, -0.662], [-3.330, 2.860, 1.705], [-1.909, 4.177, 2.774], [-0.315, 4.325, 2.216], [0.501, 2.764, 0.808], [0.042, -0.783, 5.044], [-0.424, -0.182, 3.727], [-1.733, -0.828, 3.274], [1.016, -0.265, 2.007], [2.292, 1.467, 2.658], [1.703, 2.269, 3.813], [3.754, 1.114, 2.931], [2.385, -1.941, 2.500], [1.708, -3.217, 1.996], [2.883, -2.086, 3.932], [-0.706, -0.605, 5.826], [0.988, -0.357, 5.379], [0.167, -1.862, 4.947], [-0.604, 0.889, 3.861], [-1.620, -1.910, 3.181], [-2.054, -0.443, 2.306], [-2.530, -0.640, 4.004], [2.269, 2.086, 1.756], [1.707, 1.684, 4.735], [0.673, 2.572, 3.616], [2.298, 3.173, 3.990], [3.897, 0.831, 3.976], [4.396, 1.978, 2.733], [4.093, 0.300, 2.296], [3.232, -1.717, 1.845], [0.855, -3.477, 2.629], [2.408, -4.058, 2.018], [1.348, -3.102, 0.971], [2.129, -2.551, 4.565], [3.158, -1.128, 4.372], [3.770, -2.727, 3.947], [1.796, -1.063, -3.269], [2.231, -2.383, -2.617], [3.210, -2.157, -1.464], [1.094, -3.289, -2.188], [1.215, -4.625, -2.537], [0.247, -5.564, -2.230], [-0.914, -5.109, -1.625], [-1.085, -3.790, -1.242], [-2.467, -3.395, -0.744], [-2.472, -2.862, 0.694], [-3.089, -2.402, -1.739], [-0.023, -2.824, -1.413], [-0.084, -1.588, -0.869], [2.660, -0.572, -3.722], [1.353, -0.364, -2.554], [1.047, -1.243, -4.040], [2.777, -2.930, -3.393], [2.750, -1.552, -0.690], [4.106, -1.646, -1.821], [3.508, -3.116, -1.033], [2.101, -4.940, -3.081], [0.369, -6.608, -2.491], [-1.728, -5.806, -1.451], [-3.088, -4.295, -0.757], [-1.715, -2.092, 0.795], [-2.231, -3.671, 1.387], [-3.457, -2.464, 0.966], [-2.443, -1.528, -1.851], [-4.092, -2.096, -1.423], [-3.172, -2.877, -2.718]], "forces_ev_per_a": [[-0.951, -2.272, 2.753], [0.087, -0.023, 0.042], [-0.119, -0.071, -0.150], [0.091, -0.105, 0.074], [0.024, 0.062, 0.047], [-0.017, 0.052, -0.055], [0.003, 0.050, -0.005], [0.239, -0.198, 0.220], [-0.097, -0.140, -0.094], [0.017, 0.622, -0.621], [-0.416, 0.317, -0.413], [0.521, 0.535, -0.168], [-0.571, 0.331, -0.701], [-0.273, -0.129, -0.144], [0.096, -0.066, 0.048], [-0.062, -0.004, -0.002], [0.005, 0.000, 0.031], [-0.109, -0.022, -0.032], [0.179, 0.012, 0.079], [-0.188, 0.367, 0.040], [0.655, 0.108, -0.401], [-0.032, -0.019, 0.000], [-0.016, 0.005, -0.007], [-0.010, 0.008, 0.026], [-0.026, -0.059, 0.012], [-0.012, 0.001, -0.038], [-0.023, -0.010, -0.003], [-0.039, -0.003, -0.035], [-0.006, 0.020, 0.004], [0.006, 0.001, 0.009], [-0.006, -0.009, 0.008], [0.010, -0.002, -0.002], [-0.023, -0.004, 0.014], [-0.036, 0.023, 0.005], [-0.039, 0.075, -0.001], [0.068, 0.057, -0.041], [0.076, -0.156, 0.217], [0.154, -0.052, -0.467], [-0.050, 0.012, 0.034], [0.092, -0.101, -0.047], [-0.068, 0.119, -0.045], [0.313, 0.130, -0.206], [0.047, -0.031, -0.024], [-0.025, -0.011, 0.017], [0.006, -0.004, 0.015], [-0.015, 0.020, 0.024], [-0.015, -0.009, 0.003], [-0.036, -0.028, 0.005], [-0.146, -0.020, 0.222], [-0.007, 0.073, -0.077], [-0.005, -0.066, 0.028], [0.032, -0.028, 0.045], [-0.028, 0.045, 0.168], [-0.004, 0.158, -0.060], [0.170, -0.229, -0.494], [0.077, 0.128, 0.136], [0.369, 0.137, 1.514], [-0.224, -0.356, -0.116], [0.032, -0.013, -0.176], [-0.114, -0.001, -0.018], [-0.503, 0.262, -0.266], [0.108, 0.089, -0.053], [0.020, 0.120, -0.135], [0.008, -0.028, 0.024], [0.000, -0.070, 0.056], [-0.006, 0.003, 0.051], [0.091, -0.010, -0.046], [-0.046, 0.020, -0.041], [-0.042, -0.066, 0.020], [-0.006, -0.033, 0.014], [0.014, -0.016, -0.013], [-0.038, 0.051, 0.027], [0.009, 0.048, 0.062], [-0.006, 0.005, 0.038], [0.010, -0.024, -0.009], [0.015, 0.008, 0.043], [0.094, 0.026, 0.069], [-0.026, 0.037, -0.037], [-0.022, -0.029, -0.020], [-0.030, -0.030, 0.026], [-0.019, -0.067, 0.014], [0.033, 0.000, 0.021], [0.020, -0.072, 0.068], [-0.010, -0.033, 0.036], [0.048, -0.389, -0.069], [-0.074, 0.209, 0.267], [0.048, -0.078, -0.165], [-0.183, 0.325, 0.206], [-0.034, -0.166, -0.051], [-0.044, 0.021, -0.003], [0.033, -0.135, -0.011], [0.054, 0.355, 0.039], [0.134, 0.269, 0.082], [0.013, -0.201, -0.213], [-0.029, -0.189, 0.125], [-0.142, -1.160, -0.197], [0.435, 1.293, -0.735], [-0.028, 0.136, 0.060], [0.465, -0.156, -0.452], [-0.034, 0.053, -0.004], [-0.060, 0.003, -0.042], [-0.004, 0.081, 0.143], [0.053, 0.103, 0.064], [0.004, 0.016, -0.012], [0.014, 0.043, 0.007], [0.004, 0.016, -0.036], [-0.004, 0.016, 0.014], [0.045, -0.012, -0.061], [-0.018, 0.117, 0.024], [0.004, 0.019, 0.036], [0.051, 0.028, 0.017], [-0.005, -0.096, -0.154], [0.035, -0.010, 0.011], [-0.012, 0.075, -0.037]], "lowdin_charge": [1.4966, -0.0817, -0.1229, -0.2127, -0.0162, -0.0930, -0.0619, -0.1434, -0.0627, -0.1342, 0.0784, -0.4682, -0.2213, -0.1549, -0.0326, -0.0853, -0.0904, -0.0778, -0.0315, -0.2658, -0.3341, 0.0985, 0.0947, 0.0962, 0.1048, 0.1005, 0.1075, 0.1315, 0.1037, 0.1003, 0.1003, 0.1041, 0.1138, -0.0302, -0.1416, -0.0587, -0.3986, 0.0861, 0.1635, -0.4835, 0.1595, 0.0560, 0.0945, 0.0602, 0.0989, 0.0944, 0.0957, 0.0906, 0.0318, 0.1192, 0.1015, 0.1015, 0.0638, -0.1486, -0.5407, -0.1746, 1.5881, -0.5156, -0.1548, -0.1386, -0.5338, -0.1526, -0.1406, 0.0765, 0.0548, 0.0621, 0.0543, 0.0639, 0.0236, 0.0764, 0.0422, 0.0637, 0.0333, 0.0789, 0.0670, 0.0825, 0.0424, 0.0620, 0.0695, 0.0796, 0.0432, 0.0556, 0.0458, 0.0798, -0.0521, -0.3597, -0.0605, -0.1587, -0.0736, -0.1142, -0.0746, -0.1560, -0.3610, -0.0843, -0.0684, -0.2958, -0.2068, 0.0889, -0.0107, 0.0930, 0.1229, 0.0413, 0.0758, 0.0859, 0.1048, 0.0878, 0.1014, 0.1194, 0.0204, 0.0807, 0.0765, 0.0322, 0.0657, 0.0893], "homo_lumo_gap_ev": 5.66, "homo_ev": -5.72, "max_force_ev_per_a": 3.69, "de_lowest_kj_mol": 25.19, "lumo_energy_ev": -0.059}

***

(2)
{"formula": "C17H12F9IrOS2", "method": "wB97M-V/def2-TZVPD", "elements": ["Ir", "C", "C", "C", "C", "C", "C", "C", "H", "H", "H", "H", "H", "H", "H", "H", "S", "C", "C", "C", "C", "C", "C", "S", "H", "H", "H", "H", "F", "C", "F", "F", "C", "O", "C", "F", "F", "F", "C", "F", "F", "F"], "positions_angstrom": [[-0.532, -0.796, 0.450], [-2.839, -3.203, 0.510], [-1.413, -2.980, 0.937], [-0.335, -3.426, 0.132], [0.971, -3.319, 0.574], [1.253, -2.747, 1.820], [0.216, -2.283, 2.612], [-1.117, -2.408, 2.183], [-2.929, -3.149, -0.574], [-3.501, -2.457, 0.945], [-3.176, -4.191, 0.831], [-0.549, -3.867, -0.833], [1.779, -3.641, -0.069], [2.276, -2.633, 2.148], [0.419, -1.786, 3.551], [-1.921, -2.032, 2.804], [-1.192, 1.061, 1.529], [-1.629, 2.112, 0.196], [-1.654, 3.497, 0.355], [-2.031, 4.306, -0.703], [-2.367, 3.734, -1.931], [-2.321, 2.361, -2.091], [-1.960, 1.546, -1.020], [-1.950, -0.199, -1.194], [-1.374, 3.931, 1.307], [-2.043, 5.380, -0.579], [-2.651, 4.363, -2.764], [-2.565, 1.908, -3.044], [2.135, 1.258, -2.847], [2.021, 1.723, -1.597], [3.004, 2.614, -1.403], [0.856, 2.359, -1.505], [2.086, 0.549, -0.572], [0.968, -0.209, -0.688], [3.282, -0.392, -0.963], [3.575, -1.204, 0.074], [4.397, 0.258, -1.294], [2.948, -1.176, -1.986], [2.393, 1.152, 0.842], [2.074, 0.275, 1.808], [3.690, 1.442, 0.993], [1.704, 2.269, 1.056]], "forces_ev_per_a": [[0.794, -0.645, 0.489], [0.034, -0.110, -0.022], [-0.510, 0.016, -0.022], [0.057, -0.137, -0.008], [-0.151, 0.002, -0.239], [-0.096, 0.227, 0.249], [0.304, 0.086, 0.018], [-0.371, 0.430, -0.221], [-0.026, 0.020, -0.010], [0.012, 0.025, -0.005], [0.023, -0.003, -0.004], [-0.002, 0.014, -0.009], [0.025, 0.007, 0.010], [0.039, 0.029, -0.024], [0.052, -0.086, 0.030], [-0.005, -0.140, 0.064], [-0.043, -0.094, 0.152], [0.040, 0.246, 0.239], [-0.034, 0.051, -0.032], [0.010, -0.100, -0.035], [0.021, -0.043, 0.097], [-0.053, 0.073, -0.042], [-0.134, -0.037, -0.326], [-0.172, -0.189, -0.035], [0.015, -0.010, -0.003], [-0.015, 0.008, -0.007], [0.008, 0.008, -0.004], [0.025, 0.008, 0.002], [-0.010, -0.003, 0.021], [-0.058, 0.009, -0.010], [-0.017, 0.049, -0.027], [0.115, 0.001, -0.018], [0.242, 0.051, -0.006], [0.125, 0.354, -0.270], [-0.130, -0.043, 0.036], [-0.009, -0.043, 0.013], [0.016, 0.062, -0.004], [0.002, -0.014, 0.013], [-0.090, -0.087, -0.052], [-0.042, -0.010, -0.001], [0.032, 0.005, -0.028], [-0.025, 0.013, 0.030]], "lowdin_charge": [0.8058, -0.0582, -0.3902, -0.0714, -0.0649, -0.0806, -0.0940, -0.1437, 0.0743, 0.0856, 0.0925, 0.1288, 0.1230, 0.1169, 0.1236, 0.1240, 0.6513, -0.6813, -0.1150, -0.0882, -0.0884, -0.1181, -0.6827, 0.6682, 0.1058, 0.1007, 0.1008, 0.1045, 0.1791, -0.5480, 0.1695, 0.1846, -0.2801, -0.2775, -0.5492, 0.1476, 0.1783, 0.1731, -0.5615, 0.1213, 0.1746, 0.1591], "homo_lumo_gap_ev": [5.98, 5.97], "homo_ev": [-7.19, -7.19], "max_force_ev_per_a": 1.13, "lumo_energy_ev": [-1.213, -1.217]}

***

(3)
{"formula": "C3H4MnO4", "method": "wB97M-V/def2-TZVPD", "elements": ["C", "C", "O", "C", "O", "O", "O", "Mn", "H", "H", "H", "H"], "positions_angstrom": [[1.624, -0.142, 0.354], [0.241, -0.011, 0.171], [-0.181, 0.084, -1.155], [-1.518, 0.003, -1.469], [-1.772, -0.551, -2.533], [-2.345, 0.453, -0.625], [2.053, -0.711, 1.503], [-2.534, 1.412, 1.060], [2.323, -0.030, -0.478], [-0.370, 1.180, 0.971], [2.922, -1.107, 1.387], [-0.443, -0.581, 0.816]], "forces_ev_per_a": [[-0.808, 0.026, -1.827], [-0.961, 0.515, 1.023], [0.791, 0.229, 0.235], [-0.079, -1.193, -1.076], [0.112, 0.625, 0.412], [-0.417, 0.041, 0.092], [0.560, -0.467, 1.409], [0.381, 0.379, 0.487], [-0.230, 0.193, 0.350], [0.120, -0.159, -0.606], [-0.131, 0.174, -0.085], [0.662, -0.364, -0.415]], "lowdin_charge": [-0.2266, -0.3153, -0.0345, -0.7673, 0.0277, -0.3218, -0.0386, 0.3837, 0.1076, 0.0128, 0.0857, 0.0867], "spin_multiplicity": 7, "charge": -1, "s_squared": 12.090, "homo_lumo_gap_ev": [5.36, 5.13], "homo_ev": [-2.21, -2.05], "max_force_ev_per_a": 2.00, "de_lowest_kj_mol": 0.00, "lumo_energy_ev": [3.146, 3.080]}

***

| no. | electronic energy (eV) |
| --- | --- |
| 1 | -68354.2010 |
| 2 | -68838.6751 |
| 3 | -42683.3026 |